1.
A structure of composition C31H35N2O2S. Source: the OMol25 dataset; level of theory: the ωB97M-V functional and the def2-TZVPD basis.

Its total energy is -1860.0253 Ha. Its charge is +1. The value obtained for the energy above the lowest of the compared OMol25 structures with the same formula, charge and spin is 41.62 kcal per mole. The calculation puts the frontier orbital gap at 0.2488 Ha. The highest occupied orbital energy is -10.4 eV.

Positions of all 71 atoms, in Å:
1 C 2.715 3.090 2.714
2 N 2.437 2.376 1.485
3 C 3.287 2.475 0.415
4 O 4.268 3.210 0.346
5 C 2.810 1.493 -0.645
6 C 3.881 0.446 -0.945
7 C 4.305 -0.262 0.317
8 C 5.341 0.269 1.092
9 C 5.711 -0.345 2.288
10 C 5.050 -1.503 2.710
11 C 4.040 -2.057 1.919
12 C 3.684 -1.450 0.712
13 N 1.603 0.911 -0.056
14 C 0.895 -0.022 -0.747
15 C -0.158 -0.763 -0.189
16 C -1.176 -1.493 -0.842
17 C -2.232 -2.071 -0.022
18 C -3.427 -2.480 -0.675
19 C -4.568 -2.809 0.056
20 C -4.543 -2.776 1.458
21 C -3.361 -2.413 2.113
22 C -2.202 -2.120 1.397
23 C 1.365 1.397 1.349
24 C 0.020 2.013 1.585
25 C -0.394 3.086 0.880
26 C -1.694 3.715 1.031
27 C -2.024 4.851 0.255
28 C -3.273 5.455 0.375
29 C -4.220 4.935 1.275
30 C -3.900 3.817 2.059
31 C -2.649 3.209 1.943
32 H 3.588 3.741 2.563
33 H 1.855 3.708 3.013
34 H 2.944 2.381 3.525
35 H 2.529 2.078 -1.540
36 H 3.479 -0.249 -1.688
37 H 4.722 1.000 -1.382
38 H 5.847 1.178 0.755
39 H 6.503 0.096 2.895
40 H 5.334 -1.983 3.647
41 H 3.511 -2.956 2.236
42 H 2.922 -1.894 0.067
43 H 1.182 -0.123 -1.810
44 H -0.288 -0.683 0.887
45 H -1.511 -1.197 -1.944
46 H -3.481 -2.425 -1.767
47 H -5.476 -3.099 -0.471
48 H -5.441 -3.008 2.030
49 H -3.337 -2.380 3.200
50 H -1.306 -1.832 1.955
51 H 1.512 0.571 2.070
52 H -0.547 1.590 2.415
53 H 0.278 3.532 0.139
54 H -1.272 5.231 -0.441
55 H -3.509 6.330 -0.231
56 H -5.201 5.402 1.358
57 H -4.628 3.415 2.763
58 H -2.401 2.336 2.550
59 C -3.064 -3.017 -4.342
60 S -1.548 -3.702 -3.536
61 C -0.565 -3.979 -5.087
62 C -0.842 -2.698 -2.360
63 O -1.814 -5.003 -2.894
64 H -2.861 -2.011 -4.771
65 H -3.284 -3.777 -5.144
66 H -3.843 -2.995 -3.550
67 H -0.121 -3.065 -5.563
68 H 0.221 -4.738 -4.882
69 H -1.318 -4.410 -5.780
70 H -0.026 -2.115 -2.857
71 H -0.335 -3.432 -1.671

***

2.
A structure of composition C26H21IrN5O4STe. Source: the OMol25 dataset; level of theory: the ωB97M-V functional and the def2-TZVPD basis.

Its total energy is -2348.5571 Ha. Its charge is +1. The value obtained for the energy above the lowest of the compared OMol25 structures with the same formula, charge and spin is 0.00 kcal per mole. The calculation puts the frontier orbital gap at 0.2101 Ha. The highest occupied orbital energy is -9.6 eV.

Positions of all 59 atoms, in Å:
1 Ir -0.180 0.159 -0.132
2 C -1.617 1.793 -2.904
3 C -0.174 2.089 -2.688
4 C 0.444 3.041 -3.499
5 C 1.772 3.351 -3.327
6 C 2.492 2.674 -2.358
7 C 1.853 1.715 -1.607
8 N 0.533 1.446 -1.731
9 C 2.550 0.911 -0.607
10 C 3.909 0.659 -0.628
11 C 4.450 -0.145 0.360
12 C 3.620 -0.685 1.323
13 C 2.263 -0.425 1.264
14 N 1.750 0.366 0.315
15 C 1.258 -1.009 2.153
16 C 1.577 -1.787 3.243
17 C 0.556 -2.362 3.973
18 C -0.748 -2.098 3.616
19 C -1.026 -1.265 2.538
20 C -2.440 -0.951 2.198
21 N -0.018 -0.746 1.798
22 H -1.830 1.750 -3.971
23 H -2.232 2.590 -2.480
24 H -1.889 0.850 -2.456
25 H -0.142 3.524 -4.269
26 H 2.247 4.106 -3.937
27 H 3.535 2.898 -2.185
28 H 4.528 1.066 -1.413
29 H 5.509 -0.362 0.369
30 H 4.024 -1.335 2.083
31 H 2.608 -1.962 3.510
32 H 0.779 -3.013 4.808
33 H -1.572 -2.525 4.170
34 H -3.088 -1.148 3.048
35 H -2.773 -1.568 1.360
36 H -2.537 0.089 1.913
37 O -5.874 2.084 -0.273
38 C -5.117 3.043 0.235
39 O -5.537 4.128 0.532
40 C -3.666 2.739 0.443
41 C -2.798 3.633 1.031
42 N -1.580 3.061 1.040
43 N -1.609 1.840 0.483
44 C -2.858 1.636 0.119
45 C -3.130 0.323 -0.509
46 O -4.271 -0.032 -0.751
47 O -2.068 -0.375 -0.756
48 H -5.366 1.252 -0.451
49 H -2.995 4.612 1.435
50 H -0.722 3.429 1.417
51 Te -0.151 -2.243 -1.356
52 C 1.319 -3.690 -0.907
53 C 1.412 -4.860 -1.598
54 C 2.386 -5.764 -1.069
55 C 3.018 -5.267 0.019
56 S 2.426 -3.700 0.399
57 H 0.807 -5.076 -2.470
58 H 2.598 -6.736 -1.489
59 H 3.786 -5.725 0.622

***

3.
A structure of composition C52H50F2GeN5V. Source: the OMol25 dataset; level of theory: the ωB97M-V functional and the def2-TZVPD basis.

Its total energy is -5505.9640 Ha. Its charge is -1. The spin multiplicity is 2. The value obtained for the energy above the lowest of the compared OMol25 structures with the same formula, charge and spin is 41.44 kcal per mole. The calculation puts the frontier orbital gap (alpha / beta) at 0.1879 / 0.1921 Ha. The highest occupied orbital energy (alpha / beta) is -2.9 / -3.0 eV.

Positions of all 111 atoms, in Å:
1 V -1.881 0.201 -0.236
2 C 3.723 1.610 -0.054
3 C 4.358 1.307 1.309
4 C 4.181 2.499 2.262
5 C 3.914 -0.045 1.883
6 C 4.930 -0.978 2.086
7 C 4.676 -2.250 2.572
8 C 3.380 -2.625 2.860
9 C 2.322 -1.741 2.666
10 C 0.917 -2.231 2.959
11 C 0.771 -2.657 4.426
12 C 0.513 -3.370 2.009
13 C 2.588 -0.445 2.180
14 N 1.476 0.447 1.979
15 C 0.945 1.234 2.983
16 C 1.398 1.207 4.314
17 C 0.863 2.053 5.279
18 C -0.143 2.954 4.962
19 C -0.629 2.980 3.658
20 C -0.098 2.127 2.726
21 F -0.637 2.138 1.500
22 H 4.198 2.495 -0.503
23 H 2.657 1.816 0.044
24 H 3.840 0.774 -0.749
25 H 5.428 1.201 1.146
26 H 3.146 2.845 2.287
27 H 4.803 3.339 1.919
28 H 4.482 2.248 3.286
29 H 5.949 -0.699 1.839
30 H 5.493 -2.950 2.718
31 H 3.179 -3.626 3.234
32 H 0.233 -1.415 2.785
33 H 1.389 -3.539 4.649
34 H -0.274 -2.913 4.638
35 H 1.066 -1.848 5.104
36 H 1.128 -4.265 2.180
37 H 0.628 -3.071 0.965
38 H -0.539 -3.645 2.172
39 H 2.193 0.516 4.567
40 H 1.242 2.001 6.296
41 H -0.551 3.625 5.711
42 H -1.421 3.661 3.355
43 N -2.891 -2.841 -0.226
44 C -2.734 -2.356 1.009
45 C -3.205 -3.134 2.102
46 C -3.085 -2.668 3.357
47 C -2.520 -1.405 3.570
48 C -2.087 -0.703 2.481
49 N -2.146 -1.157 1.214
50 C -2.278 -2.457 -1.467
51 C -2.185 -3.393 -2.433
52 C -1.535 -3.025 -3.721
53 C -0.991 -1.826 -3.886
54 C -1.010 -0.828 -2.771
55 N -1.838 -1.180 -1.588
56 H -3.313 -3.742 -0.261
57 H -3.667 -4.091 1.908
58 H -3.426 -3.269 4.195
59 H -2.424 -0.973 4.558
60 H -1.672 0.288 2.619
61 H -2.590 -4.386 -2.252
62 H -1.517 -3.746 -4.531
63 H -0.541 -1.532 -4.831
64 H -1.164 0.207 -3.066
65 F -8.077 0.608 -0.223
66 C -6.730 0.553 -0.209
67 C -6.058 0.314 -1.389
68 C -4.665 0.263 -1.367
69 C -3.916 0.414 -0.185
70 C -4.672 0.657 0.977
71 C -6.073 0.737 0.980
72 H -6.620 0.176 -2.306
73 H -4.144 0.105 -2.302
74 H -4.173 0.792 1.934
75 H -6.638 0.942 1.888
76 Ge 0.838 -0.328 -1.737
77 C 2.170 -1.735 -2.331
78 C 3.231 -2.021 -1.449
79 C 4.271 -2.896 -1.785
80 C 4.277 -3.519 -3.030
81 C 3.224 -3.279 -3.912
82 C 2.185 -2.412 -3.561
83 C 1.362 1.114 -3.055
84 C 1.647 0.889 -4.410
85 C 1.967 1.940 -5.277
86 C 2.012 3.255 -4.807
87 C 1.709 3.509 -3.473
88 C 1.384 2.450 -2.620
89 H 0.989 0.368 1.082
90 H 3.258 -1.542 -0.472
91 H 5.071 -3.086 -1.073
92 H 5.087 -4.187 -3.309
93 H 3.210 -3.765 -4.882
94 H 1.361 -2.285 -4.258
95 H 1.620 -0.122 -4.807
96 H 2.182 1.732 -6.322
97 H 2.273 4.070 -5.476
98 H 1.712 4.531 -3.100
99 H 1.109 2.673 -1.591
100 N -1.802 1.586 -1.172
101 C -2.266 2.746 -1.863
102 C -3.135 3.630 -1.216
103 C -3.658 4.743 -1.862
104 C -3.312 5.020 -3.177
105 C -2.439 4.156 -3.832
106 C -1.920 3.036 -3.184
107 H -3.410 3.404 -0.194
108 H -4.345 5.396 -1.339
109 H -3.721 5.883 -3.687
110 H -2.151 4.352 -4.858
111 H -1.236 2.379 -3.707

***

4.
The molecule C20H26ClN3O3S. Source: the OMol25 dataset; level of theory: the ωB97M-V functional and the def2-TZVPD basis.

Its total energy is -2026.0479 Ha. Its charge is 0. The value obtained for the energy above the lowest of the compared OMol25 structures with the same formula, charge and spin is 47.46 kcal per mole. The calculation puts the frontier orbital gap at 0.3269 Ha. The highest occupied orbital energy is -8.4 eV.

Positions of all 54 atoms, in Å:
1 C 3.317 -2.511 4.797
2 H 3.986 -2.251 3.981
3 H 3.897 -2.615 5.709
4 H 2.857 -3.470 4.575
5 C 2.273 -1.414 4.974
6 N 1.604 -1.099 3.725
7 C 1.002 0.224 3.742
8 C 0.121 0.410 2.490
9 N 0.496 -0.477 1.408
10 C 1.841 -0.231 0.895
11 C 1.911 -0.599 -0.586
12 N 1.069 0.290 -1.349
13 C 1.354 0.668 -2.612
14 O 2.343 0.303 -3.222
15 C 0.357 1.578 -3.204
16 C 0.227 2.020 -4.494
17 C -0.912 2.851 -4.520
18 C -1.398 2.874 -3.241
19 C -2.606 3.483 -2.675
20 H -2.854 4.425 -3.159
21 H -2.537 3.600 -1.597
22 S -4.124 2.377 -2.982
23 O -4.314 2.353 -4.427
24 C -3.225 0.846 -2.577
25 C -2.910 0.548 -1.263
26 C -2.164 -0.583 -0.980
27 C -1.760 -1.407 -2.023
28 C -2.087 -1.117 -3.339
29 C -2.826 0.020 -3.611
30 H -3.093 0.289 -4.623
31 H -1.761 -1.765 -4.136
32 Cl -0.837 -2.819 -1.672
33 H -1.881 -0.818 0.033
34 H -3.231 1.200 -0.465
35 O -0.635 2.098 -2.437
36 H -1.324 3.364 -5.364
37 H 0.873 1.769 -5.309
38 H 0.200 0.564 -0.915
39 H 2.929 -0.497 -0.969
40 H 1.591 -1.637 -0.735
41 H 2.602 -0.788 1.453
42 H 2.057 0.835 0.995
43 C 0.284 -1.857 1.826
44 C 0.624 -2.085 3.314
45 H -0.289 -2.020 3.934
46 H 1.041 -3.083 3.442
47 H 0.893 -2.505 1.197
48 H -0.767 -2.115 1.655
49 H 0.176 1.444 2.141
50 H -0.923 0.193 2.733
51 H 0.390 0.384 4.649
52 H 1.815 0.957 3.750
53 H 1.551 -1.702 5.760
54 H 2.779 -0.503 5.307